The following is a DFT calculation (the ωB97M-V functional and the def2-TZVPD basis) of the molecule C9H11N in a non-equilibrium geometry.

Element x y z (Å)
C 1.147 -2.197 -1.352
C 1.125 -1.488 -0.185
C 0.237 -0.255 -0.068
C 1.232 0.993 0.214
C 0.820 2.180 0.670
C -0.808 -0.370 1.061
C -1.985 0.608 0.934
C -2.314 0.960 -0.298
C -1.404 0.722 -1.417
N -0.270 0.239 -1.284
H 1.773 -3.108 -1.594
H 0.641 -1.871 -2.227
H 1.813 -1.727 0.718
H 2.178 0.842 -0.291
H 1.541 3.068 0.615
H -0.151 2.271 1.040
H -0.287 -0.291 1.977
H -1.400 -1.420 1.171
H -2.631 0.754 1.909
H -3.268 1.586 -0.453
H -1.455 1.048 -2.518

**SMILES**: C=CC1(C=C)CC=CC=N1
**Relative energy (zero: lowest compared OMol25 entry of this formula, charge and spin)**: 63.2 kcal per mole
**HOMO energy**: -8.9614 eV
**LUMO energy**: 0.498 eV

The following is a DFT calculation (the ωB97M-V functional and the def2-TZVPD basis) of a structure of composition C8H18F3NaO6 in a non-equilibrium geometry.

Element x y z (Å)
Na 0.043 -1.339 -0.644
C 1.871 0.137 0.819
O 0.620 -0.023 1.527
O 1.911 -0.857 -0.157
C 2.136 1.660 0.452
F 1.774 2.354 1.523
F 3.357 2.030 0.294
F 1.431 2.057 -0.608
C 0.661 -0.810 2.725
C -0.705 -0.425 3.235
H -1.551 -0.709 2.610
H -0.764 -0.855 4.235
H -0.880 0.651 3.231
H 1.345 -0.373 3.452
H 0.922 -1.867 2.682
H 2.678 -0.017 1.535
C 0.528 -1.307 -3.220
C -0.827 -1.977 -2.913
O -0.512 -2.920 -2.008
O 0.823 -0.430 -2.234
H 0.594 -0.753 -4.157
H 1.289 -2.082 -3.304
H -1.043 -2.406 -3.891
H -1.572 -1.345 -2.430
H -0.018 -3.606 -2.464
H 1.662 -0.060 -2.518
C -1.189 0.821 -0.312
C -1.457 1.707 0.881
O -1.677 3.071 0.477
O -2.335 0.684 -1.246
H -0.875 -0.198 -0.085
H -0.305 1.158 -0.853
H -0.681 1.655 1.644
H -2.459 1.545 1.279
H -1.769 3.751 1.148
H -3.024 1.079 -0.706

**Relative energy (zero: lowest compared OMol25 entry of this formula, charge and spin)**: 92.5 kcal per mole
**HOMO energy**: -7.6477 eV
**LUMO energy**: -0.018 eV

The following is a DFT calculation (the ωB97M-V functional and the def2-TZVPD basis) of a cluster of 2 separate species, C2H10NO in total in a non-equilibrium geometry.

Element x y z (Å)
C -0.844 -0.102 1.318
N -0.365 -0.396 -0.049
C -0.983 0.329 -1.150
H -0.120 -0.473 2.069
H -2.003 -0.297 1.312
H -0.633 0.980 1.340
H 0.705 -0.155 0.006
H -0.629 -1.407 -0.233
H -0.916 1.455 -1.209
H -0.557 -0.058 -2.174
H -2.151 0.056 -1.019
H 3.141 -0.497 0.521
H 2.892 0.521 -0.740
O 2.461 0.044 0.009

**Total charge**: +1
**Relative energy (zero: lowest compared OMol25 entry of this formula, charge and spin)**: 29.7 kcal per mole
**HOMO energy**: -16.5275 eV
**LUMO energy**: -3.384 eV

The following is a DFT calculation (the ωB97M-V functional and the def2-TZVPD basis) of a cluster of 2 separate species, C5H9N3O in total in a non-equilibrium geometry.

Element x y z (Å)
C -1.832 -0.575 1.569
C -0.940 -0.757 0.591
C -0.712 0.188 -0.657
C -1.800 1.248 -0.761
O -0.474 -0.415 -1.709
H -2.501 0.268 1.661
H -2.050 -1.312 2.328
H -0.595 -1.775 0.441
H -2.793 0.802 -0.811
H -1.821 1.889 0.118
H -1.696 1.797 -1.694
N 1.909 -1.940 0.045
C 1.799 -0.733 0.191
N 1.900 0.498 0.063
N 3.057 1.221 -0.239
H 1.240 -2.428 -0.542
H 3.766 1.123 0.482
H 3.543 0.902 -1.076

**SMILES**: C=CC(C)=O.N=C=NN
**Relative energy (zero: lowest compared OMol25 entry of this formula, charge and spin)**: 123.7 kcal per mole
**HOMO energy**: -9.2705 eV
**LUMO energy**: 0.192 eV

The following is a DFT calculation (the ωB97M-V functional and the def2-TZVPD basis) of the molecule C19H19BF2N2O4 in a non-equilibrium geometry.

Element x y z (Å)
C -1.104 -1.458 -4.260
C -1.685 -0.915 -3.181
C -1.289 -1.164 -1.814
O -0.468 -2.019 -1.519
N -1.791 -0.330 -0.799
C -1.147 -0.475 0.533
C 0.207 0.180 0.436
O 0.359 1.352 0.732
N 1.254 -0.597 0.044
C 2.559 -0.056 -0.168
C 3.463 -0.231 1.073
C 2.713 -0.337 2.386
C 2.579 0.738 3.262
C 1.885 0.614 4.445
C 1.277 -0.594 4.736
C 1.386 -1.705 3.878
F 0.937 -2.931 4.235
C 2.145 -1.533 2.762
B 3.039 -0.577 -1.595
O 4.195 -0.098 -2.179
O 2.277 -1.517 -2.288
C -2.672 0.786 -1.024
C -2.298 2.062 -0.595
C -3.158 3.111 -0.733
C -4.474 2.940 -1.176
C -4.856 1.685 -1.547
C -3.958 0.622 -1.562
F -4.320 -0.528 -2.138
H -1.408 -1.277 -5.258
H -0.335 -2.182 -4.113
H -2.467 -0.174 -3.340
H -1.755 0.011 1.297
H -1.048 -1.525 0.823
H 1.150 -1.602 -0.138
H 2.418 1.024 -0.350
H 4.219 0.545 1.120
H 4.009 -1.180 0.915
H 3.053 1.649 2.983
H 1.768 1.430 5.108
H 0.714 -0.754 5.620
H 2.250 -2.375 2.115
H 4.239 -0.544 -3.054
H 1.328 -1.734 -2.055
H -1.342 2.180 -0.129
H -2.847 4.115 -0.394
H -5.161 3.816 -1.165
H -5.842 1.549 -1.931

**SMILES**: C=CC(=O)N(CC(=O)N[C@@H](Cc1cccc(F)c1)B(O)O)c1ccccc1F
**HOMO energy**: -8.9948 eV
**LUMO energy**: 0.088 eV

The following is a DFT calculation (the ωB97M-V functional and the def2-TZVPD basis) of a structure of composition C16H14N4O5RhSe in a non-equilibrium geometry.

Element x y z (Å)
Rh -0.591 -0.268 0.162
O 0.025 2.958 -6.051
C 0.905 3.241 -5.287
O 1.891 3.883 -5.044
C 0.604 2.259 -3.813
C 1.492 2.385 -2.767
C 1.237 1.615 -1.645
N 0.181 0.800 -1.583
C -0.657 0.698 -2.616
C -0.482 1.424 -3.787
C -1.836 -0.298 -2.486
O -2.589 -0.411 -3.421
O -1.865 -0.929 -1.359
H 2.344 3.045 -2.822
H 1.893 1.649 -0.785
H -1.179 1.303 -4.603
C 1.564 -4.273 0.618
C 2.560 -3.312 1.277
C 1.690 -2.098 1.587
O 0.594 -2.147 0.643
C 0.717 -3.318 -0.201
H 0.954 -4.772 1.372
H 2.048 -5.026 0.001
H 3.349 -3.048 0.574
H 3.016 -3.720 2.176
H 2.222 -1.151 1.478
H 1.266 -2.154 2.593
H 1.224 -3.041 -1.129
H -0.285 -3.675 -0.428
Se -2.199 3.988 1.052
N -2.498 3.747 2.745
C -2.152 2.507 3.048
C -2.237 1.868 4.307
C -1.839 0.564 4.382
C -1.353 -0.115 3.243
N -1.234 0.445 2.058
C -1.634 1.744 1.938
N -1.582 2.362 0.774
H -2.615 2.400 5.170
H -1.893 0.026 5.317
H -1.058 -1.155 3.314

**Total charge**: +1
**2S+1**: 5
**Relative energy (zero: lowest compared OMol25 entry of this formula, charge and spin)**: 2.8 kcal per mole
**HOMO energy (spin up / spin down)**: -12.3460 / -12.6186 eV
**LUMO energy (spin up / spin down)**: -4.941 / -5.734 eV

The following is a DFT calculation (the ωB97M-V functional and the def2-TZVPD basis) of a structure of composition C55H33F9N12OSSeTl in a non-equilibrium geometry.

Element x y z (Å)
Tl 0.442 -0.352 -1.281
N 2.039 -3.602 3.053
C 2.317 -3.419 1.746
N 2.458 -2.280 1.164
C 2.315 -1.127 1.926
N 2.462 0.043 1.413
N 2.569 0.047 0.037
C 3.648 0.501 -0.454
C 3.836 0.735 -1.901
C 4.963 1.424 -2.327
C 5.107 1.679 -3.683
C 4.125 1.234 -4.548
C 3.029 0.556 -4.023
N 2.883 0.304 -2.728
C 2.008 -1.238 3.358
C 1.824 -0.124 4.179
C 1.522 -0.285 5.514
C 1.405 -1.570 6.050
C 1.575 -2.683 5.253
C 1.874 -2.510 3.903
H 1.985 -4.536 3.425
H 2.426 -4.324 1.157
H 4.476 0.753 0.208
H 5.703 1.763 -1.614
H 5.971 2.220 -4.048
H 4.195 1.405 -5.613
H 2.235 0.218 -4.670
H 1.928 0.859 3.740
H 1.386 0.579 6.149
H 1.177 -1.697 7.100
H 1.491 -3.680 5.667
S -3.452 0.588 -4.229
C -3.896 -1.004 -3.718
C -5.033 -1.740 -4.047
C -5.169 -2.996 -3.494
C -4.197 -3.510 -2.624
C -3.074 -2.779 -2.304
C -2.915 -1.512 -2.863
N -1.839 -0.652 -2.653
C -2.001 0.464 -3.289
C -1.029 1.576 -3.202
C -1.189 2.713 -3.998
C -0.294 3.763 -3.912
C 0.773 3.682 -3.024
C 0.936 2.551 -2.241
C 0.041 1.492 -2.319
H -5.784 -1.341 -4.714
H -6.040 -3.591 -3.730
H -4.330 -4.497 -2.203
H -2.326 -3.171 -1.635
H -2.016 2.779 -4.695
H -0.420 4.634 -4.539
H 1.487 4.497 -2.961
H 1.793 2.479 -1.582
C -4.947 0.247 5.626
C -3.491 -0.083 5.915
N -2.921 -1.056 4.977
C -2.706 -2.408 5.474
C -3.988 -3.219 5.612
C -2.607 -0.587 3.745
O -2.733 0.596 3.462
C -2.070 -1.508 2.671
C -2.406 -2.833 2.441
C -1.828 -3.492 1.368
C -0.970 -2.802 0.534
N -0.701 -1.501 0.692
C -1.238 -0.883 1.746
H -5.332 0.931 6.382
H -5.566 -0.651 5.635
H -5.040 0.727 4.654
H -3.382 -0.509 6.914
H -2.890 0.825 5.864
H -2.236 -2.317 6.455
H -1.982 -2.910 4.838
H -4.621 -2.818 6.404
H -3.758 -4.255 5.865
H -4.573 -3.207 4.691
H -3.122 -3.350 3.064
H -2.048 -4.531 1.164
H -0.469 -3.291 -0.289
H -1.020 0.162 1.875
F 0.183 6.999 -0.079
C 1.276 6.264 -0.188
C 2.353 6.769 -0.804
F 2.306 8.000 -1.282
C 3.567 5.988 -1.042
C 3.584 4.695 -0.364
C 2.514 4.201 0.262
F 2.609 3.040 0.894
C 1.228 4.886 0.288
C 0.084 4.258 0.650
C 0.029 2.824 0.786
N -0.042 1.681 0.716
C -1.196 4.901 0.768
N -2.244 5.350 0.897
F 4.712 4.001 -0.351
C 4.576 6.405 -1.843
C 5.692 5.560 -2.192
N 6.554 4.887 -2.538
C 4.604 7.683 -2.503
N 4.685 8.674 -3.078
F -1.810 -5.096 -6.285
C -1.093 -4.556 -5.307
C -0.994 -5.187 -4.083
F -1.628 -6.340 -3.879
C -0.253 -4.606 -3.071
F -0.206 -5.278 -1.909
C 0.409 -3.397 -3.221
Se 1.526 -2.681 -1.830
C 0.298 -2.803 -4.470
F 0.894 -1.636 -4.718
C -0.441 -3.352 -5.502
F -0.530 -2.732 -6.676

**Total charge**: +1
**Relative energy (zero: lowest compared OMol25 entry of this formula, charge and spin)**: 5.9 kcal per mole
**HOMO energy**: -10.4401 eV
**LUMO energy**: -5.273 eV

The following is a DFT calculation (the ωB97M-V functional and the def2-TZVPD basis) of a cluster of 5 separate species, C3H15O5 in total in a non-equilibrium geometry.

Element x y z (Å)
C -0.627 1.052 0.565
O -0.915 -0.286 0.813
C -0.029 1.262 -0.838
C -1.019 0.796 -1.918
H -1.458 1.757 0.693
H 0.148 1.306 1.297
H 0.311 2.291 -1.013
H 0.906 0.694 -0.836
H -1.853 1.498 -1.995
H -0.596 0.768 -2.915
H -1.311 -0.202 -1.601
H 1.628 -1.997 1.508
H 0.009 -0.691 0.966
O 1.379 -1.346 0.819
H 2.379 0.248 1.178
H 2.548 1.576 0.394
O 2.589 1.205 1.296
H 1.649 -1.925 -0.925
H 1.900 -2.915 -2.077
O 2.165 -2.028 -1.776
H -2.931 -0.089 0.883
H -4.206 -0.808 1.199
O -3.882 0.047 0.909

**Total charge**: -1
**Relative energy (zero: lowest compared OMol25 entry of this formula, charge and spin)**: 11.3 kcal per mole
**HOMO energy**: -5.0856 eV
**LUMO energy**: 3.730 eV

The following is a DFT calculation (the ωB97M-V functional and the def2-TZVPD basis) of a structure of composition C22H29CrN4O4S4.

Element x y z (Å)
Cr -0.105 0.253 1.505
C 1.676 2.436 2.723
C 0.408 3.241 2.635
O -0.386 2.692 1.585
C -1.731 3.167 1.617
C -2.649 2.127 2.277
O -1.816 1.228 3.011
C -2.552 0.151 3.579
C -1.606 -0.640 4.443
O -0.430 -0.969 3.695
C 0.791 -0.730 4.390
C 1.160 0.724 4.321
O 1.380 1.044 2.941
H 2.315 2.801 3.530
H 2.225 2.480 1.788
H 0.657 4.284 2.415
H -0.152 3.210 3.574
H -2.044 3.347 0.589
H -1.761 4.115 2.154
H -3.202 1.559 1.527
H -3.360 2.606 2.956
H -2.982 -0.462 2.781
H -3.369 0.530 4.202
H -2.095 -1.561 4.769
H -1.328 -0.063 5.328
H 1.553 -1.330 3.889
H 0.723 -1.056 5.431
H 2.077 0.912 4.885
H 0.357 1.347 4.725
C 1.757 -3.034 -3.323
C 1.517 -2.521 -1.947
C 0.944 -3.226 -0.926
C 0.705 -2.571 0.287
N 0.989 -1.282 0.459
C 1.551 -0.569 -0.562
S 1.766 1.079 -0.429
N 1.871 -1.244 -1.700
C 0.062 -3.301 1.414
H 1.570 -4.103 -3.379
H 2.780 -2.830 -3.641
H 1.085 -2.516 -4.014
H 0.654 -4.256 -1.061
H 2.216 -0.676 -2.466
H 0.443 -4.320 1.473
H -1.014 -3.354 1.232
H 0.220 -2.787 2.357
S -2.557 2.292 -4.763
C -2.152 1.358 -3.478
S -2.997 1.292 -1.952
C -1.856 0.129 -1.339
N -0.938 -0.190 -2.178
N -1.101 0.500 -3.355
C -0.132 0.246 -4.374
C 1.156 0.728 -4.202
C 2.126 0.431 -5.150
C 1.795 -0.329 -6.265
C 0.492 -0.780 -6.438
C -0.480 -0.493 -5.490
S -2.009 -0.553 0.260
H 1.378 1.354 -3.341
H 3.131 0.815 -5.031
H 2.547 -0.553 -7.009
H 0.230 -1.355 -7.316
H -1.502 -0.827 -5.616

**Total charge**: +1
**2S+1**: 5
**HOMO energy (spin up / spin down)**: -9.9318 / -9.9446 eV
**LUMO energy (spin up / spin down)**: -2.909 / -2.933 eV

The following is a DFT calculation (the ωB97M-V functional and the def2-TZVPD basis) of a cluster of 2 separate species, C38H37BrN2O3 in total in a non-equilibrium geometry.

Element x y z (Å)
C 4.208 1.583 1.624
C 3.941 1.521 0.136
O 2.879 2.450 -0.157
C 2.581 2.484 -1.496
C 1.384 3.265 -1.750
C 1.046 3.738 -3.030
C 1.815 3.367 -4.189
C 1.404 3.706 -5.469
C 0.238 4.476 -5.638
Br -0.387 4.812 -7.398
C -0.463 4.983 -4.523
C -0.048 4.652 -3.239
O 3.304 1.866 -2.287
H 4.875 0.769 1.923
H 4.717 2.513 1.894
H 3.289 1.499 2.213
H 4.857 1.758 -0.436
H 3.595 0.514 -0.162
H 0.951 3.724 -0.863
H 2.735 2.820 -4.031
H 1.975 3.354 -6.327
H -1.328 5.620 -4.692
H -0.525 5.113 -2.377
C -0.664 -3.934 3.457
N 0.082 -3.239 2.434
C 1.402 -3.481 2.171
O 2.095 -4.303 2.777
C 1.810 -2.615 0.995
C 2.221 -3.456 -0.211
C 1.099 -4.375 -0.642
C 0.967 -5.631 -0.034
C -0.089 -6.480 -0.368
C -1.026 -6.069 -1.329
C -0.893 -4.821 -1.957
C 0.202 -4.004 -1.652
N 0.607 -1.815 0.757
C 0.527 -0.897 -0.219
C -0.650 -0.213 -0.472
C -0.908 0.383 -1.697
C -2.179 0.994 -2.004
C -2.709 0.991 -3.320
C -3.971 1.510 -3.585
C -4.737 2.072 -2.547
C -4.236 2.074 -1.236
C -2.972 1.555 -0.963
C -0.520 -2.169 1.660
C -1.040 -1.045 2.511
C -0.242 -0.293 3.295
C -0.689 0.868 4.053
C 0.212 1.493 4.951
C -0.187 2.582 5.724
C -1.494 3.084 5.595
C -2.402 2.483 4.705
C -2.005 1.388 3.935
H -0.005 -4.649 3.945
H -1.052 -3.213 4.183
H -1.510 -4.464 3.006
H 2.620 -1.945 1.335
H 2.533 -2.788 -1.025
H 3.073 -4.068 0.121
H 1.706 -5.935 0.713
H -0.177 -7.458 0.121
H -1.868 -6.718 -1.576
H -1.632 -4.489 -2.695
H 0.360 -3.064 -2.190
H 1.401 -0.824 -0.880
H -1.426 -0.224 0.307
H -0.182 0.232 -2.505
H -2.124 0.508 -4.111
H -4.361 1.504 -4.608
H -5.706 2.523 -2.770
H -4.832 2.509 -0.428
H -2.590 1.540 0.058
H -1.377 -2.561 1.085
H -2.125 -0.900 2.494
H 0.819 -0.569 3.403
H 1.222 1.082 5.039
H 0.515 3.040 6.427
H -1.810 3.938 6.192
H -3.423 2.864 4.610
H -2.702 0.909 3.241

**Relative energy (zero: lowest compared OMol25 entry of this formula, charge and spin)**: 31.7 kcal per mole
**HOMO energy**: -5.3619 eV
**LUMO energy**: -2.028 eV